{
  "formula": "C24H76BaF6O20",
  "method": "ωB97M-V with the def2-TZVPD basis set",
  "homo_energy_ha": -0.2525,
  "fmax_ev_per_a": 3.81,
  "total_energy_ha": -3088.81507,
  "relative_energy_kj_mol": 253.7,
  "symbols": ["Ba", "C", "O", "O", "C", "F", "F", "F", "C", "C", "H", "H", "H", "H", "H", "H", "C", "O", "O", "C", "F", "F", "F", "C", "C", "H", "H", "H", "H", "H", "H", "C", "O", "H", "H", "H", "H", "C", "O", "H", "H", "H", "H", "C", "O", "H", "H", "H", "H", "C", "O", "H", "H", "H", "H", "C", "O", "H", "H", "H", "H", "C", "O", "H", "H", "H", "H", "C", "O", "H", "H", "H", "H", "C", "O", "H", "H", "H", "H", "C", "O", "H", "H", "H", "H", "C", "O", "H", "H", "H", "H", "C", "O", "H", "H", "H", "H", "C", "O", "H", "H", "H", "H", "C", "O", "H", "H", "H", "H", "C", "O", "H", "H", "H", "H", "C", "O", "H", "H", "H", "H", "C", "O", "H", "H", "H", "H"],
  "coordinates": [[-2.324690, -3.318409, 6.481777], [-0.384090, -1.036249, 0.724017], [-0.860490, 0.333161, 0.514067], [-1.374420, -1.647329, 1.534447], [0.004820, -1.708409, -0.670523], [-0.986390, -1.674059, -1.592183], [0.984600, -1.034389, -1.285183], [0.324790, -2.998339, -0.615583], [0.102800, 1.409441, 0.463117], [-0.636620, 2.651601, -0.058953], [-1.629660, 2.721771, 0.384937], [-0.084720, 3.534761, 0.262837], [-0.673810, 2.541171, -1.142713], [0.979650, 1.191281, -0.146503], [0.475290, 1.504941, 1.483037], [0.500700, -0.992789, 1.359127], [2.902970, -4.696449, 6.085937], [1.929660, -5.618589, 5.685307], [2.136860, -3.642249, 6.634767], [4.087370, -5.359819, 7.029447], [3.526020, -6.001819, 8.061977], [4.741260, -6.265649, 6.318207], [5.015500, -4.499629, 7.493857], [2.240490, -6.532259, 4.559227], [0.994350, -7.369409, 4.513537], [0.869220, -7.729939, 5.534547], [0.067810, -6.883469, 4.207787], [1.148030, -8.165279, 3.784797], [3.041140, -7.257759, 4.703177], [2.395890, -6.122089, 3.561367], [3.458230, -4.432649, 5.185837], [3.706430, 5.762001, -3.483743], [3.592870, 5.820801, -4.878643], [4.740440, 5.832421, -3.146133], [3.186270, 6.603451, -3.026053], [3.333610, 4.805161, -3.118303], [2.698070, 5.925161, -5.210363], [-1.959290, 1.914231, 6.231007], [-2.232710, 1.138071, 7.365447], [-2.528610, 2.828441, 6.398897], [-0.892630, 2.137441, 6.253557], [-2.296950, 1.404711, 5.328537], [-2.033950, 1.715991, 8.105787], [6.454740, -2.939379, -5.563713], [7.417640, -3.934709, -5.234533], [6.789620, -1.924389, -5.349803], [6.253640, -2.864319, -6.632373], [5.454410, -3.123429, -5.171843], [8.248470, -3.776839, -5.688843], [2.356050, 0.970571, -6.993483], [3.553470, 1.597861, -6.695783], [2.600800, -0.044069, -7.307653], [1.626970, 0.935191, -6.183983], [1.810250, 1.518111, -7.761863], [3.372260, 2.512331, -6.466613], [5.926990, -6.304789, -1.015813], [6.661790, -7.167869, -1.849373], [4.927700, -6.086289, -1.392323], [5.810210, -6.835539, -0.070943], [6.475460, -5.382209, -0.825763], [6.981220, -6.701979, -2.625593], [5.916220, -0.685289, 1.237007], [6.763110, -1.111779, 2.232087], [6.029880, 0.368611, 0.983067], [6.241320, -1.074009, 0.271967], [4.847850, -0.868119, 1.352247], [6.455130, -0.691049, 3.038157], [0.564450, -9.416919, -1.132283], [-0.050100, -10.506929, -1.651393], [1.383850, -9.664119, -0.457323], [1.111170, -8.872199, -1.902013], [-0.211030, -8.818939, -0.653583], [-0.801040, -10.770479, -1.114533], [-4.828300, -6.545179, -0.126343], [-5.224870, -5.204209, 0.172627], [-5.616990, -7.027499, -0.703773], [-3.879310, -6.563189, -0.662253], [-4.750650, -7.199229, 0.742157], [-4.525210, -4.831769, 0.714257], [-6.150620, 7.069501, -2.224573], [-6.994410, 7.000771, -3.322913], [-5.310430, 6.388361, -2.359633], [-5.875230, 8.076801, -1.912123], [-6.616570, 6.682591, -1.318323], [-7.463380, 6.163841, -3.357633], [-3.498990, 0.489551, -5.741633], [-3.332800, 0.269451, -7.135623], [-4.087660, -0.271669, -5.229673], [-2.622870, 0.771821, -5.157823], [-4.092580, 1.401631, -5.679453], [-2.725320, -0.473539, -7.158703], [-5.617220, 0.759521, -0.380393], [-5.319490, 0.903141, 1.051167], [-5.084420, 1.477821, -1.003503], [-5.246220, -0.224099, -0.668403], [-6.702460, 0.835651, -0.447893], [-4.404800, 0.622051, 1.128087], [-0.635560, 9.442471, -1.887033], [-1.484150, 10.337871, -1.203633], [0.058830, 8.991751, -1.177963], [-1.152220, 8.621191, -2.383683], [-0.087450, 10.019201, -2.632053], [-2.088250, 9.874571, -0.618813], [-1.744160, -4.520509, -7.070293], [-1.107520, -3.665979, -8.021533], [-2.516220, -4.024009, -6.482493], [-2.235610, -5.418259, -7.445283], [-0.937730, -4.756569, -6.375993], [-0.429110, -4.177729, -8.468163], [3.372550, 6.117211, 5.267087], [3.640230, 5.003621, 4.338237], [2.753990, 5.724841, 6.074247], [4.225880, 6.726921, 5.564027], [2.738110, 6.866711, 4.793987], [3.650380, 4.278851, 4.967697], [-2.345930, 8.375491, 3.815627], [-3.365570, 8.245481, 2.776487], [-1.711830, 7.491031, 3.876757], [-1.746170, 9.270131, 3.648257], [-2.945370, 8.546481, 4.709787], [-3.912290, 7.465201, 2.894267], [-7.427180, 5.108761, 4.352697], [-6.517360, 4.926261, 3.211117], [-7.995730, 4.198341, 4.542377], [-6.841470, 5.232571, 5.263587], [-8.037050, 6.003361, 4.226727], [-6.463860, 3.996591, 2.977757]],
  "forces_ev_per_a": [[1.5, 0.2, -0.6], [-2.7, -0.3, 2.7], [0.9, -0.3, -1.2], [1.8, 0.3, -2.3], [-1.9, 0.7, -0.1], [-0.8, 0.2, 0.3], [1.1, 0.2, 0.4], [0.7, -0.3, 0.7], [-0.9, -0.7, 0.5], [0.7, -0.8, 0.6], [0.0, -0.2, -0.2], [0.1, 0.2, -0.4], [-0.3, 0.4, 0.0], [-0.1, -0.1, -0.3], [0.1, 0.5, 0.3], [0.9, 0.1, -0.4], [-1.1, 2.7, 1.3], [0.9, -2.3, -1.6], [1.8, -1.6, -0.3], [-2.5, 1.2, -0.6], [0.2, 0.0, 0.6], [0.6, -0.8, -0.6], [-0.6, 0.0, -0.1], [-1.3, 0.1, 0.8], [-0.2, -0.6, -0.1], [-0.2, -0.5, -0.2], [0.1, 0.5, 0.0], [-0.1, -0.4, 0.2], [0.4, 0.5, 0.6], [0.2, 1.1, 0.3], [0.4, 0.5, -0.3], [-0.6, 0.0, 0.5], [0.9, 0.0, -1.0], [0.1, 0.0, -0.6], [-0.2, -0.1, 0.3], [-0.2, 0.0, 0.3], [-0.1, 0.0, 0.6], [0.0, 0.9, 0.2], [-0.3, -1.4, 0.9], [0.1, 0.3, -0.8], [0.0, 0.1, -0.7], [0.2, 0.1, 0.1], [-0.1, -0.3, 0.3], [0.2, 0.6, -1.2], [-0.7, -0.1, 0.4], [0.0, 0.0, 0.7], [0.2, -0.5, -0.4], [0.5, -0.3, 0.7], [-0.2, 0.2, -0.1], [-1.1, -0.2, -0.4], [0.9, 0.5, 0.5], [-0.2, 0.1, -0.1], [0.2, -0.2, 0.6], [0.1, -0.2, -0.6], [0.1, 0.1, 0.1], [0.1, -0.1, 0.4], [0.2, -0.4, -0.3], [0.0, 0.1, -0.2], [0.0, 0.1, 0.0], [-0.1, 0.2, 0.1], [-0.1, 0.2, 0.0], [-0.3, 1.0, -2.3], [0.3, -0.3, 1.0], [-0.1, 0.6, 0.6], [-0.1, -0.8, 0.2], [0.0, -0.4, 0.3], [0.2, -0.1, 0.2], [0.9, 1.5, 0.8], [-0.9, -2.4, -1.4], [-0.2, -0.2, 0.7], [-0.6, 0.2, -0.3], [0.6, 0.7, 0.2], [0.2, 0.0, 0.0], [-0.3, 0.0, -0.1], [0.0, -0.7, 0.2], [0.1, 0.4, -0.4], [-0.1, -0.1, -0.2], [0.2, 0.2, 0.5], [0.1, 0.3, -0.1], [0.2, -1.2, 1.5], [-0.7, 0.8, -1.0], [0.6, 0.5, -0.1], [0.2, 0.1, -0.9], [-0.4, -0.1, 0.2], [0.2, 0.0, 0.2], [-1.2, 1.5, 0.2], [0.6, -0.5, 0.8], [0.2, -0.3, -0.1], [0.5, -0.6, -0.3], [-0.3, 0.0, 0.0], [0.1, -0.2, -0.6], [0.4, -0.5, 1.4], [-0.2, 0.2, -1.2], [-0.2, 0.3, 0.2], [-0.4, -0.1, -0.3], [0.2, 0.0, -0.3], [0.3, 0.0, 0.2], [0.2, -0.2, 0.3], [-0.3, 0.4, -0.2], [0.3, -0.1, -0.1], [-0.3, 0.1, -0.1], [0.0, -0.1, 0.1], [0.1, -0.2, 0.0], [0.9, 0.1, 0.7], [-1.0, 0.1, -0.3], [0.2, 0.6, -0.4], [0.3, -0.1, -0.5], [-0.3, -0.7, 0.4], [0.0, 0.0, 0.0], [-0.9, -0.1, -1.2], [-0.1, 1.4, 1.4], [0.5, 0.2, 0.4], [0.4, -0.8, 0.3], [-0.2, -0.3, -0.5], [0.2, -0.5, -0.5], [-1.9, -0.2, -0.4], [1.2, 0.6, -0.3], [0.0, 0.0, 0.1], [-0.1, -0.2, -0.4], [0.6, -0.2, 0.6], [0.2, -0.1, 0.3], [1.3, -0.7, -0.4], [-0.9, 0.6, 1.0], [-0.4, 0.2, -0.3], [0.2, 0.2, 0.0], [-0.1, -0.3, -0.3], [-0.1, 0.0, 0.1]]
}